[1]
{"formula": "C40H43N4O3P2PtS2", "method": "wB97M-V/def2-TZVPD", "symbols": ["Pt", "C", "C", "N", "C", "S", "N", "C", "C", "H", "H", "H", "H", "H", "H", "H", "H", "H", "H", "H", "H", "C", "P", "C", "C", "C", "C", "C", "C", "C", "C", "C", "C", "C", "C", "P", "C", "C", "C", "C", "C", "C", "C", "C", "C", "C", "C", "C", "H", "H", "H", "H", "H", "H", "H", "H", "H", "H", "H", "H", "H", "H", "H", "H", "H", "H", "H", "H", "H", "H", "C", "C", "C", "N", "H", "H", "H", "H", "H", "O", "S", "O", "N", "C", "O", "C", "C", "C", "C", "C", "C", "H", "H", "H", "H"], "positions_angstrom": [[-0.205, 0.724, 0.437], [5.113, 2.664, -0.604], [3.889, 2.806, -1.493], [3.391, 1.517, -1.983], [2.522, 0.719, -1.358], [2.085, 1.119, 0.267], [2.083, -0.344, -2.033], [1.458, -1.559, -1.501], [2.493, -2.556, -1.005], [5.465, 3.649, -0.299], [5.927, 2.163, -1.130], [4.875, 2.092, 0.292], [4.118, 3.403, -2.376], [3.075, 3.294, -0.962], [3.821, 1.162, -2.823], [2.345, -0.386, -3.007], [0.860, -1.981, -2.308], [0.751, -1.289, -0.718], [3.140, -2.891, -1.816], [1.992, -3.430, -0.585], [3.116, -2.110, -0.228], [-1.461, -0.065, 3.609], [-0.011, 0.473, 2.664], [1.324, -0.595, 3.253], [1.850, -1.593, 2.444], [2.838, -2.436, 2.929], [3.303, -2.284, 4.226], [2.770, -1.298, 5.046], [1.780, -0.458, 4.564], [0.393, 2.122, 3.309], [1.730, 2.510, 3.416], [2.051, 3.797, 3.817], [1.043, 4.705, 4.110], [-0.285, 4.328, 3.992], [-0.615, 3.043, 3.586], [-2.363, -1.599, 3.065], [-3.462, -1.843, 4.510], [-4.657, -2.506, 4.230], [-5.572, -2.783, 5.236], [-5.310, -2.383, 6.537], [-4.131, -1.710, 6.828], [-3.214, -1.444, 5.822], [-1.114, -2.925, 3.271], [-0.814, -3.663, 2.128], [0.083, -4.723, 2.189], [0.686, -5.050, 3.392], [0.396, -4.316, 4.537], [-0.502, -3.263, 4.477], [-2.209, 0.728, 3.547], [-1.103, -0.125, 4.641], [1.470, -1.717, 1.439], [3.236, -3.219, 2.296], [4.078, -2.939, 4.603], [3.127, -1.182, 6.061], [1.376, 0.317, 5.206], [2.523, 1.805, 3.200], [3.090, 4.087, 3.908], [1.295, 5.708, 4.430], [-1.074, 5.035, 4.211], [-1.656, 2.777, 3.465], [-4.872, -2.802, 3.209], [-6.492, -3.302, 5.001], [-6.024, -2.589, 7.324], [-3.925, -1.390, 7.841], [-2.305, -0.916, 6.081], [-1.293, -3.405, 1.189], [0.297, -5.302, 1.298], [1.377, -5.882, 3.445], [0.863, -4.573, 5.479], [-0.737, -2.713, 5.381], [-1.257, 3.460, -4.203], [-2.035, 2.426, -3.386], [-1.211, 1.790, -2.368], [-0.566, 1.289, -1.566], [-1.922, 3.908, -4.939], [-0.423, 3.001, -4.731], [-0.874, 4.252, -3.562], [-2.444, 1.636, -4.018], [-2.867, 2.878, -2.842], [-3.311, 2.477, -0.372], [-3.380, 1.475, 0.661], [-3.394, 1.943, 2.021], [-2.208, 0.344, 0.453], [-2.669, -0.830, -0.092], [-1.954, -1.719, -0.511], [-4.162, -0.847, -0.091], [-4.990, -1.900, -0.432], [-6.362, -1.710, -0.322], [-6.887, -0.496, 0.114], [-6.055, 0.566, 0.451], [-4.696, 0.353, 0.336], [-4.566, -2.839, -0.761], [-7.037, -2.517, -0.575], [-7.959, -0.377, 0.194], [-6.454, 1.511, 0.793]], "atomic_forces_ev_per_a": [[0.0, 0.0, -0.1], [0.0, 0.0, 0.0], [0.0, 0.0, 0.0], [0.0, 0.0, 0.0], [0.0, 0.0, 0.1], [0.0, 0.0, -0.1], [-0.1, 0.0, 0.0], [0.0, 0.0, 0.0], [0.0, 0.0, 0.0], [0.0, 0.0, 0.0], [0.0, 0.0, 0.0], [0.0, 0.0, 0.0], [0.0, 0.0, 0.0], [0.0, 0.0, 0.0], [0.0, 0.0, 0.0], [0.0, 0.0, 0.0], [0.0, 0.0, 0.0], [0.0, 0.0, 0.0], [0.0, 0.0, 0.0], [0.0, 0.0, 0.0], [0.0, 0.0, 0.0], [0.0, 0.0, 0.0], [0.0, 0.0, 0.0], [0.0, 0.0, 0.0], [0.0, 0.0, 0.0], [0.0, 0.0, 0.0], [0.0, 0.0, 0.0], [0.0, 0.0, 0.0], [0.0, 0.0, 0.0], [0.1, 0.0, 0.0], [0.0, 0.0, 0.0], [0.0, 0.0, 0.0], [0.0, 0.0, 0.0], [0.0, 0.0, 0.0], [0.0, 0.0, 0.0], [0.0, 0.0, 0.0], [0.0, 0.0, 0.0], [0.0, 0.0, 0.0], [0.0, 0.0, 0.0], [0.0, 0.0, 0.0], [0.0, 0.0, 0.0], [0.0, 0.0, 0.0], [0.0, 0.0, 0.0], [0.0, 0.0, 0.0], [0.0, 0.0, 0.0], [0.0, 0.0, 0.0], [0.0, 0.0, 0.0], [0.0, 0.0, 0.0], [0.0, 0.0, 0.0], [0.0, 0.0, 0.0], [0.0, 0.0, 0.0], [0.0, 0.0, 0.0], [0.0, 0.0, 0.0], [0.0, 0.0, 0.0], [0.0, 0.0, 0.0], [0.0, 0.0, 0.0], [0.0, 0.0, 0.0], [0.0, 0.0, 0.0], [0.0, 0.0, 0.0], [0.0, 0.0, 0.0], [0.0, 0.0, 0.0], [0.0, 0.0, 0.0], [0.0, 0.0, 0.0], [0.0, 0.0, 0.0], [0.0, 0.0, 0.0], [0.0, 0.0, 0.0], [0.0, 0.0, 0.0], [0.0, 0.0, 0.0], [0.0, 0.0, 0.0], [0.0, 0.0, 0.0], [0.0, 0.0, 0.0], [0.0, 0.0, 0.0], [0.1, -0.1, -0.1], [-0.1, 0.0, 0.1], [0.0, 0.0, 0.0], [0.0, 0.0, 0.0], [0.0, 0.0, 0.0], [0.0, 0.0, 0.0], [0.0, 0.0, 0.0], [0.0, 0.0, 0.0], [0.0, 0.0, 0.0], [0.0, 0.0, 0.0], [0.0, 0.0, -0.1], [0.0, 0.0, 0.0], [0.0, 0.0, 0.0], [0.0, 0.0, 0.0], [0.0, 0.0, 0.0], [0.0, 0.0, 0.0], [0.0, 0.0, 0.0], [0.0, 0.0, 0.0], [0.0, 0.0, 0.0], [0.0, 0.0, 0.0], [0.0, 0.0, 0.0], [0.0, 0.0, 0.0], [0.0, 0.0, 0.0]], "total_charge": 1, "relative_energy_ev": 0.0000, "lumo_ha": -0.0785}

***

[2]
{"formula": "C40H44AsN3O3PdS6", "method": "wB97M-V/def2-TZVPD", "symbols": ["Pd", "S", "C", "S", "C", "C", "S", "S", "S", "C", "C", "C", "N", "C", "S", "N", "C", "O", "C", "C", "C", "C", "C", "C", "H", "H", "H", "H", "H", "H", "H", "H", "H", "H", "H", "H", "H", "H", "C", "O", "C", "O", "H", "H", "H", "C", "C", "C", "C", "C", "C", "As", "N", "C", "C", "C", "C", "C", "C", "C", "C", "C", "C", "C", "C", "C", "C", "C", "C", "C", "C", "H", "H", "H", "H", "H", "H", "H", "H", "H", "H", "H", "H", "H", "H", "H", "H", "H", "H", "H", "H", "H", "H", "H", "H", "H", "H", "H"], "positions_angstrom": [[-0.134, 0.185, -0.203], [-3.045, -3.936, 5.200], [-2.270, -3.081, 4.038], [-2.028, -3.688, 2.410], [-1.290, -2.247, 1.740], [-1.046, -1.219, 2.639], [-0.214, 0.216, 2.318], [-1.619, -1.478, 4.279], [-0.980, -2.246, 0.072], [2.170, -5.424, -2.152], [1.208, -4.309, -2.552], [1.941, -3.009, -2.873], [2.358, -2.340, -1.651], [2.660, -1.029, -1.529], [2.312, -0.264, -0.053], [3.221, -0.268, -2.506], [3.899, -0.559, -3.688], [3.903, 0.272, -4.578], [4.625, -1.836, -3.774], [4.765, -2.409, -5.041], [5.450, -3.595, -5.197], [6.027, -4.208, -4.096], [5.926, -3.626, -2.843], [5.231, -2.443, -2.672], [1.612, -6.317, -1.881], [2.792, -5.137, -1.307], [2.830, -5.672, -2.981], [0.478, -4.137, -1.755], [0.666, -4.615, -3.450], [1.288, -2.338, -3.441], [2.813, -3.236, -3.492], [1.894, -2.688, -0.819], [3.020, 0.726, -2.416], [4.306, -1.912, -5.882], [5.533, -4.041, -6.177], [6.566, -5.136, -4.218], [6.394, -4.096, -1.991], [5.174, -1.988, -1.694], [-0.929, -0.697, -4.259], [-0.793, -0.803, -2.831], [-0.102, 0.160, -2.230], [0.491, 1.032, -2.830], [-1.538, -1.537, -4.578], [0.050, -0.720, -4.737], [-1.416, 0.244, -4.511], [0.479, 6.926, -3.757], [0.248, 6.123, -2.516], [-0.781, 6.431, -1.640], [-1.082, 5.636, -0.542], [-2.234, 6.053, 0.324], [-0.317, 4.486, -0.301], [-0.758, 2.942, 0.937], [-1.621, 1.814, -0.144], [-2.403, 1.848, -1.230], [-3.009, 0.629, -1.638], [-3.845, 0.596, -2.727], [-4.123, 1.757, -3.440], [-3.539, 2.957, -3.056], [-2.699, 3.012, -1.968], [-2.149, 3.486, 2.286], [-1.790, 4.524, 3.158], [-0.417, 5.133, 3.181], [-2.716, 5.006, 4.076], [-3.981, 4.456, 4.188], [-4.997, 4.960, 5.165], [-4.282, 3.363, 3.389], [-3.382, 2.841, 2.469], [-3.810, 1.595, 1.749], [0.801, 4.229, -1.109], [1.788, 3.120, -0.884], [1.050, 5.037, -2.213], [-0.207, 7.768, -3.813], [0.327, 6.308, -4.641], [1.500, 7.300, -3.790], [-1.397, 7.296, -1.838], [-2.851, 6.783, -0.194], [-1.865, 6.520, 1.236], [-2.856, 5.204, 0.606], [-2.794, -0.268, -1.054], [-4.298, -0.339, -3.026], [-4.788, 1.715, -4.289], [-3.750, 3.858, -3.613], [-2.232, 3.936, -1.670], [0.174, 4.835, 2.312], [0.104, 4.804, 4.080], [-0.472, 6.220, 3.221], [-2.432, 5.821, 4.728], [-4.623, 5.809, 5.730], [-5.271, 4.171, 5.864], [-5.904, 5.260, 4.643], [-5.247, 2.889, 3.501], [-4.520, 1.047, 2.366], [-2.962, 0.942, 1.544], [-4.303, 1.837, 0.806], [1.565, 2.507, -0.002], [2.786, 3.541, -0.763], [1.804, 2.482, -1.769], [1.876, 4.788, -2.864]], "atomic_forces_ev_per_a": [[0.3, -1.2, 1.1], [0.2, 0.2, -0.3], [-0.1, -0.1, 0.1], [0.0, 0.5, 0.4], [-0.2, -0.6, -0.6], [0.4, 0.7, 0.5], [-0.2, -0.4, 0.5], [-0.1, -0.5, -0.4], [0.1, 0.6, 0.2], [-0.2, 0.1, 0.0], [0.3, 0.1, 0.0], [-0.1, -0.2, -0.7], [0.0, 0.9, -0.1], [-0.2, -0.6, 0.9], [0.5, -0.2, 0.1], [-0.2, 0.2, 0.0], [-0.2, 0.6, -0.8], [0.1, -0.6, 0.6], [0.7, -0.5, -0.3], [-0.2, 0.2, 0.2], [0.0, -0.1, -0.1], [0.0, 0.0, 0.0], [0.1, -0.1, 0.1], [-0.2, 0.3, -0.2], [0.0, -0.1, 0.1], [0.1, 0.0, 0.1], [0.1, 0.0, -0.1], [-0.1, 0.0, -0.1], [-0.1, 0.1, 0.1], [0.0, 0.0, 0.0], [-0.2, 0.0, 0.1], [0.1, 0.1, 0.1], [-0.1, -0.2, 0.1], [0.0, 0.1, -0.1], [0.0, 0.0, -0.1], [0.1, -0.1, 0.0], [0.0, 0.0, 0.1], [0.0, 0.0, 0.1], [0.1, 0.1, 0.0], [-0.4, -0.8, -0.9], [0.5, 0.7, 0.4], [-0.1, -0.1, -0.8], [0.0, 0.0, 0.0], [0.0, 0.0, 0.0], [0.0, 0.0, 0.0], [0.0, 0.0, 0.0], [0.0, -0.1, 0.1], [0.0, -0.1, 0.0], [0.0, 0.0, 0.0], [-0.1, -0.1, -0.1], [-0.3, -0.4, 0.3], [0.8, 1.9, 0.9], [-1.1, -1.1, -0.9], [-0.2, 0.3, 0.1], [0.1, -0.3, 0.2], [-0.1, -0.2, 0.1], [0.0, -0.2, 0.0], [0.0, 0.3, 0.0], [-0.1, 0.2, 0.0], [0.2, 0.0, -0.1], [-0.1, -0.1, -0.1], [0.0, -0.1, -0.2], [-0.1, -0.2, 0.0], [0.1, 0.0, -0.1], [0.0, 0.0, 0.0], [0.2, 0.1, 0.0], [-0.1, 0.0, -0.1], [0.0, -0.1, -0.1], [0.0, 0.0, 0.0], [0.0, -0.2, 0.2], [-0.2, 0.2, 0.0], [0.0, 0.1, 0.0], [0.0, 0.0, -0.1], [0.1, 0.1, -0.1], [-0.1, 0.1, 0.0], [-0.1, 0.0, 0.0], [-0.1, 0.0, 0.1], [0.0, 0.1, 0.0], [-0.1, 0.3, -0.2], [0.0, -0.1, 0.0], [-0.1, 0.1, -0.1], [0.0, 0.1, 0.0], [0.0, 0.1, -0.1], [0.1, 0.2, 0.2], [0.1, -0.1, 0.0], [0.0, 0.1, -0.1], [0.1, 0.1, 0.1], [0.0, 0.1, 0.1], [0.0, 0.0, 0.1], [-0.1, 0.1, 0.0], [-0.1, -0.1, 0.0], [0.0, 0.0, 0.0], [-0.1, 0.0, 0.0], [0.0, -0.1, -0.1], [0.2, 0.2, -0.4], [0.1, 0.0, 0.1], [-0.1, -0.1, 0.2], [0.2, 0.0, -0.1]], "relative_energy_ev": 0.0000, "lumo_ha": [-0.0132, -0.0788], "spin_multiplicity": 5}

***

[3]
{"formula": "C40H44F7N4", "method": "wB97M-V/def2-TZVPD", "symbols": ["C", "C", "C", "C", "C", "C", "C", "C", "C", "C", "C", "C", "N", "N", "N", "C", "C", "C", "C", "C", "C", "C", "C", "C", "C", "C", "C", "C", "C", "C", "C", "C", "F", "F", "F", "C", "C", "C", "F", "F", "F", "C", "C", "C", "H", "H", "H", "H", "H", "H", "H", "H", "H", "H", "H", "H", "H", "H", "H", "H", "H", "H", "H", "H", "H", "H", "H", "H", "H", "H", "H", "H", "H", "H", "H", "H", "H", "H", "H", "H", "H", "H", "H", "F", "N", "C", "C", "C", "C", "C", "H", "H", "H", "H", "H"], "positions_angstrom": [[-3.148, -1.323, 1.890], [-2.949, 0.185, 1.962], [-3.433, 0.735, 3.306], [-3.616, 0.877, 0.787], [-4.952, 1.233, 0.867], [-5.609, 1.801, -0.201], [-4.939, 2.003, -1.385], [-3.612, 1.641, -1.518], [-2.907, 1.854, -2.835], [-2.834, 3.337, -3.183], [-3.569, 1.053, -3.953], [-2.936, 1.079, -0.426], [-1.561, 0.668, -0.599], [-1.186, -0.267, -1.470], [0.111, -0.422, -1.315], [0.918, -1.294, -2.146], [1.945, -0.797, -2.972], [2.226, 0.693, -3.067], [1.005, 1.459, -3.564], [3.450, 1.018, -3.925], [2.679, -1.697, -3.731], [2.420, -3.048, -3.692], [1.402, -3.524, -2.902], [0.640, -2.668, -2.129], [-0.478, -3.226, -1.277], [0.064, -4.199, -0.233], [-1.546, -3.892, -2.141], [0.640, 0.417, -0.292], [2.020, 0.479, 0.150], [2.716, -0.691, 0.496], [4.046, -0.653, 0.827], [4.739, -1.924, 1.290], [6.038, -1.865, 0.929], [4.626, -2.001, 2.633], [4.134, -2.982, 0.709], [4.735, 0.547, 0.768], [4.083, 1.716, 0.410], [4.882, 2.995, 0.217], [4.062, 3.957, -0.258], [5.405, 3.361, 1.407], [5.866, 2.743, -0.673], [2.734, 1.692, 0.151], [-0.457, 1.203, 0.124], [-0.466, 2.187, 1.059], [-2.759, -1.730, 0.957], [-2.654, -1.830, 2.718], [-4.208, -1.566, 1.939], [-1.869, 0.388, 1.890], [-3.364, 1.823, 3.337], [-4.473, 0.464, 3.483], [-2.852, 0.335, 4.136], [-5.500, 1.051, 1.774], [-6.646, 2.080, -0.114], [-5.455, 2.444, -2.219], [-1.881, 1.477, -2.708], [-2.343, 3.905, -2.393], [-2.291, 3.504, -4.112], [-3.835, 3.748, -3.309], [-3.599, -0.010, -3.712], [-4.595, 1.386, -4.103], [-3.042, 1.175, -4.899], [2.453, 1.033, -2.048], [0.154, 1.307, -2.903], [1.201, 2.528, -3.627], [0.719, 1.120, -4.557], [4.341, 0.506, -3.558], [3.286, 0.717, -4.959], [3.660, 2.087, -3.929], [3.474, -1.347, -4.365], [3.012, -3.729, -4.281], [1.201, -4.580, -2.881], [-0.939, -2.374, -0.750], [0.813, -3.728, 0.402], [-0.732, -4.585, 0.401], [0.537, -5.052, -0.717], [-1.951, -3.197, -2.876], [-1.121, -4.735, -2.683], [-2.370, -4.272, -1.538], [2.197, -1.632, 0.518], [5.791, 0.568, 0.980], [2.242, 2.600, -0.149], [0.419, 2.430, 1.609], [-1.369, 2.704, 1.308], [-0.192, 0.983, 4.166], [0.243, 0.410, 5.300], [-0.162, -0.883, 5.615], [0.153, -1.412, 6.828], [0.906, -0.669, 7.739], [1.353, 0.610, 7.397], [1.030, 1.142, 6.187], [-0.714, -1.430, 4.875], [-0.157, -2.413, 7.080], [1.173, -1.095, 8.692], [1.972, 1.164, 8.086], [1.359, 2.117, 5.879]], "atomic_forces_ev_per_a": [[-0.2, 0.0, -0.2], [0.6, 0.2, 0.1], [-0.1, 0.1, -0.2], [0.6, -0.4, 0.0], [0.1, 0.0, 0.1], [-0.2, 0.1, -0.1], [-0.1, 0.0, 0.1], [0.8, -0.2, -0.2], [0.6, -0.1, -0.1], [-0.1, 0.1, 0.1], [-0.1, -0.1, 0.0], [-0.5, -0.2, -0.5], [1.0, 0.7, 1.4], [0.9, -0.8, -0.7], [0.4, 1.7, 1.8], [-0.2, -0.9, -0.6], [-0.3, 0.8, 0.2], [0.4, 0.2, 0.2], [-0.1, 0.0, 0.0], [-0.1, -0.1, 0.1], [0.0, 0.1, 0.1], [0.0, -0.2, 0.0], [0.1, -0.1, 0.0], [-0.5, 0.5, 0.5], [-0.3, 0.3, 0.4], [0.1, -0.1, -0.1], [0.0, 0.1, -0.1], [-1.4, -1.2, -1.8], [0.8, -0.4, 0.0], [-0.9, 0.4, -0.1], [0.5, 0.2, 0.1], [-0.7, 1.7, -1.1], [-0.5, -0.8, 0.6], [0.4, -0.7, -0.3], [0.8, -0.1, 0.7], [0.5, -0.2, 0.1], [0.0, -0.1, 0.0], [-1.1, -1.6, 0.1], [1.1, 0.1, 0.3], [0.2, 0.5, -0.8], [-0.1, 0.9, 0.5], [-0.6, -0.3, -0.2], [-0.1, 0.0, 0.2], [-0.5, 0.0, 0.1], [0.1, -0.1, -0.1], [0.1, -0.1, 0.1], [-0.1, -0.1, 0.0], [-0.3, 0.0, 0.1], [0.0, 0.0, 0.0], [0.0, 0.0, 0.1], [0.1, -0.1, 0.0], [-0.1, 0.0, 0.2], [-0.2, 0.0, 0.0], [-0.1, 0.1, -0.2], [-0.5, 0.3, -0.3], [0.0, 0.0, 0.0], [0.1, -0.1, 0.0], [-0.1, 0.1, 0.0], [0.0, 0.0, 0.0], [-0.1, 0.0, -0.1], [0.1, 0.0, 0.0], [-0.1, 0.0, -0.5], [0.0, 0.1, -0.1], [0.1, 0.1, 0.1], [0.0, -0.1, -0.2], [0.0, 0.0, 0.0], [0.0, 0.0, -0.1], [-0.1, 0.1, 0.1], [0.1, 0.1, -0.1], [0.1, -0.1, -0.1], [-0.1, -0.3, 0.0], [0.1, -0.6, -0.1], [0.1, 0.1, 0.1], [-0.1, 0.0, 0.0], [0.1, -0.1, 0.0], [0.0, 0.0, 0.0], [0.0, -0.1, -0.1], [0.0, 0.0, 0.1], [-0.2, -0.2, -0.1], [0.2, 0.0, 0.0], [-0.2, 0.1, 0.0], [0.4, 0.1, 0.0], [-0.3, 0.2, 0.0], [0.4, -0.3, 0.2], [0.7, -1.2, 2.8], [0.1, 2.0, -1.3], [0.7, 0.3, 0.9], [0.0, 0.2, -0.5], [-0.1, -1.0, 0.5], [-1.3, -0.4, -2.0], [-0.2, 0.2, -0.4], [-0.1, -0.1, -0.1], [0.0, 0.0, 0.1], [0.0, 0.2, -0.1], [-0.2, 0.2, -0.3]], "total_charge": 1, "relative_energy_ev": 3.9912, "lumo_ha": -0.1873}